3 unconnected molecules or ions with the total composition C37H50BF2NO10 in a non-equilibrium geometry, computed with ωB97M-V/def2-TZVPD.

The HOMO-LUMO gap is 7.00 eV. The SMILES is CCCCOc1c(B(O)OC)cc(C[C@@H](C)F)c2c1C(=O)c1c(cc(N)c(CCCF)c1CCCCO)C2=O.O=C1CCCO1.O=C1CCCO1.

ORCA input file:
```
! wB97M-V def2-TZVPD RIJCOSX def2/J DEFGRID3
* xyz 0 1
F 0.637 -3.567 -5.249
F -1.804 2.504 5.592
O 3.567 -6.306 -6.259
O 5.538 -2.623 0.239
O 5.877 -0.243 1.014
O -4.869 -0.750 3.005
O -1.046 -0.053 -3.249
O 1.179 3.114 -0.061
O -7.103 -1.053 3.229
O 3.653 -8.557 -6.023
O 3.413 1.360 0.948
O -4.574 4.981 0.512
N -5.370 0.586 0.434
C 6.214 3.823 1.367
C 1.494 0.660 -0.549
C 2.923 -1.903 -1.358
C -3.934 0.951 0.366
C -3.539 1.714 3.965
C 1.042 -2.363 -4.521
C -3.115 0.331 -0.808
C -2.355 5.557 1.627
C -5.709 -2.738 4.093
C 2.621 -2.172 -4.694
C 0.651 1.977 -0.142
C -0.961 3.322 2.248
C 1.916 -6.163 -7.911
C 6.800 3.192 2.736
C -0.918 1.700 0.104
C -1.736 2.316 1.270
C -3.151 5.224 0.276
C -7.944 -2.019 3.871
C 2.903 0.378 0.053
C 0.789 -0.326 -1.551
C -3.227 1.908 1.390
C 1.513 -1.633 -1.970
C -0.691 0.083 -2.054
C -7.115 -3.280 3.945
C 1.878 -7.555 -7.317
C -0.940 4.784 1.590
C 5.715 -0.577 2.427
C -4.097 2.501 2.632
C 4.636 3.491 1.300
C 4.244 2.334 0.258
C 2.650 -5.376 -6.851
C 0.753 -2.631 -2.965
C 3.127 -7.574 -6.477
C -3.200 2.693 5.188
C -1.624 0.714 -0.901
C 3.628 -0.937 -0.355
C -5.802 -1.420 3.374
B 5.083 -1.237 0.326
H -4.975 -3.391 3.622
H -0.195 5.460 2.161
H 6.772 3.436 0.435
H -8.854 -2.161 3.285
H 0.929 -5.757 -8.142
H 5.166 1.877 -0.245
H 1.011 -7.698 -6.669
H -2.550 1.191 3.676
H -2.726 4.343 -0.313
H -7.417 -3.946 4.755
H 0.415 -1.458 -4.823
H 4.102 4.456 0.961
H 1.914 -8.323 -8.090
H -8.217 -1.641 4.861
H -2.948 5.400 2.587
H -3.320 3.795 4.924
H -5.442 -0.286 -0.116
H -3.532 -0.391 -1.582
H -3.820 2.420 6.106
H 0.118 2.940 2.329
H 0.958 -3.716 -2.638
H -5.569 0.353 1.415
H 4.611 -0.524 2.771
H 6.305 0.115 3.123
H 4.290 3.209 2.351
H 3.480 -2.853 -1.649
H 6.144 3.413 3.652
H 3.202 -4.535 -7.275
H -0.376 -2.473 -2.786
H 1.981 -5.003 -6.072
H -5.450 -2.556 5.139
H 2.501 -6.174 -8.837
H -0.594 4.797 0.493
H 3.619 2.811 -0.574
H 2.989 -1.173 -4.278
H 7.811 3.709 2.953
H -7.198 -3.834 3.005
H 4.880 -3.201 0.701
H 3.118 -2.983 -4.034
H -3.060 6.145 -0.419
H -5.093 5.290 -0.268
H 7.026 2.075 2.604
H -4.013 3.631 2.728
H 2.952 -2.348 -5.777
H -4.245 0.898 4.322
H -2.101 6.685 1.592
H -5.193 2.154 2.521
H 6.328 4.965 1.468
H 6.098 -1.646 2.657
H -1.453 3.358 3.274
*
```


C4H4FNS2 in the gas phase, computed with ωB97M-V/def2-TZVPD.

The HOMO-LUMO gap is 6.70 eV. The SMILES is N/C(C=S)=C(\F)C=S. For the energy relative to the best compared isomer or geometry (same formula, charge and spin), the calculation gives 21.1 kcal per mole.

ORCA input file:
```
! wB97M-V def2-TZVPD RIJCOSX def2/J DEFGRID3
* xyz 0 1
S -3.154 -0.702 0.006
S 3.124 -0.767 0.010
F -1.296 1.617 0.009
N 1.321 1.672 -0.019
C 1.504 -0.748 -0.010
C -0.686 0.413 -0.008
C 0.690 0.475 -0.020
C -1.532 -0.731 -0.011
H -1.039 -1.699 -0.011
H 0.794 2.515 0.062
H 0.960 -1.708 -0.006
H 2.321 1.696 0.045
*
```


A molecular structure, C4H4O3S in a non-equilibrium geometry, computed with ωB97M-V/def2-TZVPD.

The HOMO-LUMO gap is 9.98 eV. For the energy relative to the best compared isomer or geometry (same formula, charge and spin), the calculation gives 30.6 kcal per mole.

ORCA input file:
```
! wB97M-V def2-TZVPD RIJCOSX def2/J DEFGRID3
* xyz 0 1
S 1.202 -1.393 0.142
O -1.560 0.170 1.668
O -1.989 0.048 -0.578
O 1.927 1.524 0.154
C -1.224 0.074 0.548
C 0.111 -0.018 -0.231
C 0.797 1.335 -0.219
C -0.848 -0.169 -1.434
H -0.852 -1.167 -1.909
H -0.791 0.609 -2.238
H 2.211 -0.614 0.527
H 0.158 2.190 -0.583
*
```


A molecular structure, C19H32AlN2O2Yb in a non-equilibrium geometry, computed with ωB97M-V/def2-TZVPD.

The HOMO-LUMO gap is 4.41 eV. For the energy relative to the best compared isomer or geometry (same formula, charge and spin), the calculation gives 178.9 kcal per mole.

ORCA input file:
```
! wB97M-V def2-TZVPD RIJCOSX def2/J DEFGRID3
* xyz 1 1
Yb -0.116 -4.141 -2.096
Al 1.100 -2.248 1.362
O 3.861 4.357 -0.948
O -4.233 -2.819 1.412
N 2.311 4.301 0.793
N -3.415 -1.750 -0.615
C -4.376 0.512 -1.530
C -0.923 -1.913 1.729
C 1.350 3.289 1.346
C 2.868 -0.610 -1.427
C 2.634 -2.742 -2.885
C -4.955 2.563 0.067
C -4.920 1.952 -1.355
C 2.235 -0.690 2.035
C 2.671 4.056 -0.604
C 1.704 3.500 -1.743
C 1.408 0.717 2.185
C -3.285 -2.560 0.631
C -4.443 1.722 1.261
C 1.291 -2.670 -0.638
C 2.020 1.820 1.183
C -3.877 -0.363 -0.323
C -1.827 -3.080 1.013
C 2.689 -2.212 -1.319
C -3.891 0.263 1.096
H 3.134 1.926 1.405
H 2.224 -1.878 -3.535
H 0.379 3.358 0.727
H 0.282 0.587 2.056
H -3.518 -0.285 2.019
H -1.322 -3.405 0.023
H -1.207 -0.886 1.292
H 1.565 1.141 3.250
H -4.355 0.101 -2.604
H 3.288 -0.350 -2.474
H -4.227 -2.183 -1.107
H -4.459 2.121 2.330
H 1.120 3.562 2.432
H 1.820 -0.161 -1.394
H 3.611 -2.743 -0.870
H 0.589 3.581 -1.491
H 1.943 3.945 -2.780
H 3.224 -0.531 1.475
H 1.852 -3.596 -2.979
H -1.823 -3.986 1.717
H 1.774 1.476 0.124
H 3.671 -3.033 -3.273
H 1.266 -3.849 -0.724
H -5.308 2.559 -2.241
H -5.343 3.630 0.211
H 3.194 4.152 1.320
H 1.916 2.366 -1.840
H -1.131 -1.901 2.865
H 2.538 -0.959 3.121
H 1.460 -3.539 2.261
H 3.602 -0.170 -0.678
H 0.360 -2.302 -1.268
*
```